(1)
{"formula": "C24H32O7", "method": "the ωB97M-V functional and the def2-TZVPD basis", "symbols": ["C", "O", "C", "C", "C", "C", "C", "C", "O", "C", "H", "H", "H", "O", "C", "H", "H", "H", "H", "C", "C", "C", "H", "H", "H", "C", "C", "H", "H", "H", "H", "C", "C", "C", "C", "C", "C", "C", "H", "O", "C", "H", "H", "H", "O", "C", "H", "H", "H", "O", "C", "H", "H", "H", "H", "O", "H", "H", "H", "H", "H", "H", "H"], "xyz": [[-6.648, 1.795, -0.889], [-5.537, 2.071, -0.056], [-4.607, 1.056, 0.052], [-3.314, 1.328, -0.363], [-2.328, 0.358, -0.262], [-2.663, -0.888, 0.229], [-3.952, -1.182, 0.675], [-4.939, -0.189, 0.610], [-6.228, -0.416, 1.080], [-6.570, 0.350, 2.222], [-5.931, 0.088, 3.073], [-7.604, 0.098, 2.451], [-6.484, 1.422, 2.033], [-4.096, -2.453, 1.133], [-5.343, -2.941, 1.576], [-5.183, -4.005, 1.756], [-6.122, -2.809, 0.822], [-5.658, -2.465, 2.508], [-1.915, -1.658, 0.314], [-0.933, 0.631, -0.755], [-0.718, 0.105, -2.189], [-1.184, 1.076, -3.259], [-1.007, 0.662, -4.249], [-2.249, 1.266, -3.151], [-0.650, 2.021, -3.178], [0.787, -0.176, -2.191], [1.244, -1.185, -3.230], [0.719, -2.130, -3.106], [2.312, -1.362, -3.132], [1.049, -0.810, -4.232], [1.326, 0.767, -2.336], [1.022, -0.649, -0.742], [2.411, -0.315, -0.266], [2.716, 0.962, 0.146], [4.006, 1.309, 0.558], [5.014, 0.339, 0.537], [4.700, -0.960, 0.090], [3.410, -1.281, -0.297], [3.165, -2.278, -0.626], [5.743, -1.844, 0.066], [5.513, -3.144, -0.417], [5.161, -3.131, -1.454], [6.478, -3.647, -0.372], [4.794, -3.685, 0.206], [6.314, 0.653, 0.899], [6.815, -0.024, 2.035], [6.171, 0.140, 2.907], [6.912, -1.097, 1.857], [7.798, 0.405, 2.223], [4.125, 2.612, 0.923], [5.344, 3.141, 1.396], [5.150, 4.204, 1.547], [5.639, 2.692, 2.348], [6.150, 3.013, 0.671], [1.954, 1.722, 0.187], [0.035, -0.014, 0.056], [0.869, -1.739, -0.682], [-1.259, -0.842, -2.292], [-0.748, 1.717, -0.733], [-3.098, 2.309, -0.756], [-6.324, 1.646, -1.925], [-7.202, 0.913, -0.558], [-7.288, 2.674, -0.831]], "lowdin_charge": [-0.067, -0.106, -0.210, 0.045, -0.152, 0.062, -0.179, -0.139, -0.147, -0.063, 0.099, 0.096, 0.091, -0.059, -0.068, 0.094, 0.097, 0.091, 0.133, -0.248, -0.273, -0.038, 0.077, 0.076, 0.087, -0.273, -0.039, 0.086, 0.076, 0.077, 0.155, -0.246, -0.156, 0.057, -0.180, -0.134, -0.187, 0.024, 0.108, -0.091, -0.079, 0.096, 0.095, 0.098, -0.117, -0.071, 0.098, 0.083, 0.094, -0.059, -0.068, 0.093, 0.092, 0.097, 0.132, -0.039, 0.158, 0.155, 0.160, 0.129, 0.097, 0.087, 0.093], "smiles": "COc1cc([C@H]2O[C@H](c3cc(OC)c(OC)c(OC)c3)[C@@H](C)[C@@H]2C)cc(OC)c1OC", "lumo_ha": 0.0297, "homo_energy_ha": -0.3019, "total_charge": 0, "multiplicity": 1}

***

(2)
{"formula": "C4H10N2O", "method": "the ωB97M-V functional and the def2-TZVPD basis", "symbols": ["C", "N", "C", "C", "H", "H", "H", "H", "H", "H", "H", "C", "O", "N", "H", "H", "H"], "xyz": [[1.681, 0.419, -0.771], [-0.129, -1.839, -0.109], [-0.083, -0.703, 0.759], [0.889, 0.421, 0.514], [0.145, -1.666, -1.070], [-1.060, -2.232, -0.195], [-0.101, -1.022, 1.801], [1.512, 0.675, 1.373], [1.011, 0.320, -1.623], [2.364, -0.431, -0.766], [2.245, 1.344, -0.870], [-1.249, 0.509, 0.535], [-1.998, 0.308, -0.624], [-0.293, 1.540, 0.457], [-2.742, -0.274, -0.430], [-0.317, 2.059, -0.413], [-1.876, 0.570, 1.431]], "lowdin_charge": [-0.070, 0.045, -0.278, -0.272, 0.064, 0.072, 0.125, 0.125, 0.077, 0.083, 0.079, -0.409, -0.010, 0.054, 0.094, 0.096, 0.127], "smiles": "C[C@H]1N[C@@H](O)[C@H]1N", "lumo_ha": 0.0281, "homo_energy_ha": -0.2988, "total_charge": 0, "multiplicity": 1}

***

(3)
{"formula": "C4H9NO2", "method": "the ωB97M-V functional and the def2-TZVPD basis", "symbols": ["C", "C", "C", "O", "N", "C", "O", "H", "H", "H", "H", "H", "H", "H", "H", "H"], "xyz": [[-0.173, 0.253, -0.178], [1.275, -0.300, -0.217], [2.203, 0.549, 0.743], [3.291, -0.223, 1.089], [-1.041, -0.570, -0.935], [-2.482, -0.088, -0.445], [-3.105, -1.166, -0.138], [-0.232, 1.232, -0.628], [-0.392, 0.438, 1.014], [1.210, -1.316, 0.259], [1.580, -0.479, -1.191], [2.412, 1.430, 0.227], [1.701, 0.819, 1.634], [-1.050, -1.615, -0.542], [-2.973, 0.429, -1.222], [-2.223, 0.605, 0.531]], "lowdin_charge": [-0.413, -0.207, -0.532, -0.470, -0.096, -0.605, -0.356, 0.087, 0.122, 0.098, 0.053, 0.037, 0.047, 0.120, 0.032, 0.081], "smiles": "[O-]CCCNC[O-]", "lumo_ha": 0.2674, "homo_energy_ha": 0.0366, "total_charge": -2, "multiplicity": 1}

***

(4)
{"formula": "C23H14Cl4I2MoN5O8S", "method": "the ωB97M-V functional and the def2-TZVPD basis", "symbols": ["Mo", "C", "N", "C", "C", "N", "C", "S", "C", "C", "C", "C", "C", "N", "H", "H", "H", "H", "H", "H", "H", "H", "H", "Cl", "C", "C", "Cl", "C", "Cl", "C", "O", "C", "O", "C", "Cl", "I", "C", "H", "H", "I", "O", "C", "O", "C", "C", "C", "C", "C", "C", "N", "O", "O", "N", "O", "O", "H", "H", "H"], "xyz": [[1.624, 0.557, 0.469], [-3.434, -2.820, -1.224], [-3.244, -1.559, -0.549], [-4.122, -0.497, -0.575], [-3.623, 0.470, 0.201], [-2.408, 0.025, 0.725], [-2.169, -1.259, 0.236], [-0.924, -2.317, 0.551], [-1.751, 0.649, 1.806], [-2.481, 1.537, 2.598], [-1.975, 1.908, 3.827], [-0.786, 1.338, 4.254], [-0.091, 0.545, 3.366], [-0.512, 0.271, 2.128], [-3.959, -3.528, -0.579], [-2.460, -3.240, -1.469], [-4.018, -2.666, -2.130], [-5.010, -0.501, -1.180], [-4.006, 1.455, 0.385], [-3.444, 1.899, 2.268], [-2.524, 2.588, 4.464], [-0.403, 1.515, 5.249], [0.842, 0.078, 3.652], [3.246, 4.358, 5.851], [3.160, 3.014, 4.775], [3.871, 1.846, 5.045], [4.840, 1.752, 6.467], [3.795, 0.737, 4.199], [4.634, -0.723, 4.562], [3.003, 0.789, 3.046], [2.778, -0.166, 2.211], [2.301, 2.001, 2.780], [1.576, 1.908, 1.675], [2.371, 3.090, 3.624], [1.452, 4.497, 3.243], [1.168, 2.169, -2.779], [0.483, 2.014, -0.721], [-0.598, 1.903, -0.857], [0.646, 3.026, -0.351], [4.061, 1.540, -0.266], [2.941, -2.520, -1.407], [2.080, -1.706, -1.582], [1.797, -0.777, -0.661], [1.254, -1.650, -2.823], [0.186, -0.769, -2.943], [-0.604, -0.795, -4.089], [-0.346, -1.689, -5.113], [0.733, -2.541, -4.982], [1.540, -2.535, -3.850], [1.019, -3.480, -6.053], [1.975, -4.218, -5.922], [0.282, -3.481, -7.022], [-1.720, 0.100, -4.189], [-2.589, -0.142, -5.015], [-1.765, 1.046, -3.432], [-0.082, -0.099, -2.143], [-0.976, -1.721, -5.988], [2.367, -3.224, -3.763]], "lowdin_charge": [1.323, -0.053, -0.136, -0.049, -0.050, 0.017, -0.732, 0.671, -0.258, -0.002, -0.050, -0.042, -0.115, 0.081, 0.094, 0.054, 0.091, 0.124, 0.114, 0.095, 0.110, 0.115, 0.117, 0.636, -0.722, -0.708, 0.648, -0.617, 0.689, -0.487, -0.227, -0.419, -0.424, -0.621, 0.698, 0.768, -0.741, -0.060, -0.046, 0.224, 0.149, -0.499, -0.385, -0.099, -0.051, -0.145, 0.097, -0.116, 0.104, -0.356, 0.086, 0.074, -0.354, 0.063, 0.015, 0.036, 0.132, 0.139], "lumo_ha": [0.0329, 0.0329], "homo_energy_ha": [-0.1716, -0.1760], "total_charge": -1, "multiplicity": 1}

***

(5)
{"formula": "C23H33BBrF5N3O7P", "method": "the ωB97M-V functional and the def2-TZVPD basis", "symbols": ["C", "C", "C", "Br", "C", "C", "C", "C", "F", "F", "C", "F", "F", "F", "C", "B", "O", "N", "C", "C", "C", "C", "C", "O", "N", "C", "C", "N", "C", "O", "H", "H", "H", "H", "H", "H", "H", "H", "H", "H", "H", "H", "H", "H", "H", "H", "H", "H", "O", "P", "O", "C", "C", "O", "C", "C", "O", "C", "C", "H", "H", "H", "H", "H", "H", "H", "H", "H", "H", "H", "H", "H", "H", "H"], "xyz": [[-0.195, 3.761, 1.199], [1.015, 3.513, 0.190], [0.538, 3.524, -1.327], [1.880, 2.756, -2.541], [-0.816, 2.749, -1.388], [-2.064, 3.484, -1.596], [-3.388, 2.839, -1.627], [-4.663, 3.691, -1.828], [-5.507, 3.190, -2.799], [-5.307, 3.815, -0.602], [-4.369, 5.192, -2.280], [-3.622, 5.218, -3.432], [-5.585, 5.732, -2.640], [-3.840, 5.953, -1.297], [-3.473, 1.373, -1.425], [-4.846, 0.533, -1.385], [-5.654, 0.673, -0.221], [-5.301, -0.389, -2.426], [-5.443, 0.276, -3.748], [-6.685, -0.844, -2.067], [-2.212, 0.692, -1.246], [-0.866, 1.305, -1.212], [0.240, 0.232, -0.956], [1.348, 0.311, -0.537], [-0.461, -0.995, -1.358], [-0.112, -1.053, -2.810], [-0.084, -2.495, -3.407], [0.086, -3.577, -2.764], [-1.872, -0.811, -1.035], [-2.522, -1.731, -0.641], [-0.777, 4.685, 0.948], [0.278, 3.953, 2.204], [-0.827, 2.848, 1.315], [1.441, 2.519, 0.474], [1.774, 4.307, 0.388], [0.317, 4.588, -1.598], [-1.949, 4.589, -1.717], [-5.007, 0.685, 0.509], [-5.839, -0.446, -4.518], [-4.459, 0.682, -4.113], [-6.220, 1.094, -3.697], [-7.082, -1.482, -2.904], [-6.681, -1.493, -1.155], [-7.399, 0.012, -1.956], [-0.847, -0.410, -3.368], [0.905, -0.595, -2.949], [-0.178, -2.572, -4.526], [0.181, -3.326, -1.768], [4.310, -0.388, 2.740], [4.496, -1.804, 2.229], [3.271, -2.495, 3.104], [1.939, -2.308, 2.625], [1.684, -3.062, 1.331], [5.795, -2.131, 3.200], [6.582, -1.100, 3.788], [6.079, -0.766, 5.181], [4.738, -3.286, 1.463], [5.532, -4.352, 1.991], [5.021, -4.942, 3.290], [1.741, -1.240, 2.494], [1.266, -2.678, 3.401], [2.287, -2.654, 0.513], [0.633, -2.990, 1.044], [1.952, -4.114, 1.436], [6.619, -0.219, 3.147], [7.606, -1.476, 3.859], [5.006, -0.569, 5.191], [6.598, 0.108, 5.580], [6.246, -1.609, 5.855], [6.574, -4.039, 2.074], [5.516, -5.137, 1.231], [5.024, -4.225, 4.110], [5.647, -5.786, 3.587], [3.992, -5.291, 3.173]], "lowdin_charge": [-0.100, -0.248, -0.629, 0.728, -0.178, 0.070, 0.002, -0.322, 0.112, 0.110, -0.466, 0.134, 0.128, 0.157, 0.060, -0.520, 0.113, -0.074, -0.100, -0.092, 0.012, -0.004, -0.381, 0.113, 0.001, -0.117, -0.212, 0.099, -0.329, 0.167, 0.079, 0.082, 0.075, 0.095, 0.110, 0.100, 0.118, 0.116, 0.094, 0.099, 0.089, 0.093, 0.100, 0.100, 0.135, 0.134, 0.111, 0.041, -0.222, 0.706, -0.232, -0.287, -0.086, -0.267, -0.285, -0.073, -0.249, -0.275, -0.076, 0.105, 0.119, 0.066, 0.072, 0.079, 0.105, 0.116, 0.073, 0.077, 0.075, 0.112, 0.120, 0.066, 0.082, 0.078], "smiles": "[H]/N=C\\CN1C(=O)c2c([C@H](Br)CC)cc(C(F)(F)C(F)(F)F)c(B(O)N(C)C)c2C1=O.CCOP(=O)(OCC)OCC", "lumo_ha": -0.0472, "homo_energy_ha": -0.3592, "total_charge": 0, "multiplicity": 1}

***

(6)
{"formula": "CuH14O11S", "method": "the ωB97M-V functional and the def2-TZVPD basis", "symbols": ["Cu", "S", "O", "O", "O", "O", "O", "H", "H", "O", "H", "H", "O", "H", "H", "O", "H", "H", "O", "H", "H", "O", "H", "H", "O", "H", "H"], "xyz": [[-0.128, 0.025, -0.285], [2.865, 0.329, 0.088], [2.558, 1.726, 0.370], [3.728, -0.212, 1.159], [1.518, -0.305, 0.083], [3.456, 0.221, -1.215], [1.768, -2.602, -1.221], [1.471, -1.958, -0.618], [1.602, -2.255, -2.077], [-0.912, -1.599, -0.450], [-0.883, -2.391, 0.071], [-1.090, -1.858, -1.361], [0.067, 1.362, -1.521], [0.507, 2.063, -1.090], [0.739, 1.038, -2.191], [-1.007, 1.201, 1.158], [-1.506, 2.015, 1.270], [-0.689, 1.068, 2.081], [-3.172, -0.600, 1.531], [-3.508, -0.114, 2.312], [-2.515, 0.019, 1.293], [-2.663, 1.476, -1.978], [-1.835, 1.933, -1.826], [-3.103, 2.285, -2.246], [0.857, -1.251, 2.402], [0.630, -0.407, 2.731], [1.244, -1.210, 1.532]], "lowdin_charge": [0.207, 0.217, -0.403, -0.380, -0.503, -0.367, -0.030, -0.054, 0.013, -0.020, 0.091, 0.096, -0.053, 0.052, 0.141, -0.034, 0.086, 0.102, -0.051, 0.046, -0.052, -0.055, -0.008, 0.027, -0.037, -0.007, -0.023], "lumo_ha": 0.0732, "homo_energy_ha": -0.1431, "total_charge": -1, "multiplicity": 1}